C22H39NO10S4 | ωB97M-V with the def2-TZVPD basis set

Last column: Löwdin charge in e.
Geometry (Å):
C1 2.6971 2.1032 4.0506  0.105
C2 2.2288 3.0999 3.1415  -0.084
O1 1.3049 4.0322 2.4138  -0.088
C3 0.3987 4.6784 3.4205  -0.264
O2 1.0068 5.5315 4.2662  0.006
N1 -1.0986 4.4077 3.5088  0.021
C4 -1.3831 3.3992 4.6250  -0.190
C5 -0.7401 1.8986 4.2898  -0.126
C6 -0.8209 1.2402 2.9381  -0.040
H1 2.9121 1.2882 4.8960  0.087
H2 -1.4558 3.9446 2.6195  0.129
H3 -2.5272 3.3079 4.8699  0.124
H4 -0.8580 3.7308 5.6417  0.139
H5 -0.1321 1.2855 5.1115  0.103
H6 -1.8930 0.8059 2.6544  0.061
H7 0.1094 1.1090 2.2176  0.075
O3 -4.0188 0.2604 0.7169  -0.323
S1 -2.8089 -0.4717 0.4066  0.663
O4 -2.0487 -1.1780 1.4183  -0.360
C7 -3.1550 -1.5906 -0.9365  -0.214
C8 -2.8802 -0.7710 -2.1884  -0.226
C9 -1.5899 -0.0029 -1.9057  -0.207
C10 -1.7134 0.6026 -0.5085  -0.231
H8 -4.1854 -1.9444 -0.8722  0.118
H9 -2.4614 -2.4331 -0.8573  0.096
H10 -2.7883 -1.4075 -3.0734  0.052
H11 -3.7005 -0.0644 -2.3624  0.127
H12 -0.7397 -0.6952 -1.9339  0.120
H13 -1.4073 0.7718 -2.6570  0.116
H14 -0.7453 0.6497 -0.0035  0.088
H15 -2.1649 1.5980 -0.5422  0.108
O5 0.2571 -3.7935 -0.9110  -0.329
S2 -0.4295 -4.7795 -0.1032  0.657
O6 -1.5503 -5.5490 -0.6052  -0.335
C11 0.7814 -5.9010 0.5689  -0.239
C12 1.2102 -5.2513 1.8761  -0.227
C13 -0.0755 -4.7454 2.5285  -0.215
C14 -0.8837 -4.0245 1.4509  -0.238
H16 1.6038 -6.0299 -0.1369  0.109
H17 0.2858 -6.8595 0.7495  0.110
H18 1.7419 -5.9575 2.5204  0.117
H19 1.8794 -4.4065 1.6739  0.122
H20 -0.6496 -5.5976 2.9120  0.119
H21 0.1334 -4.0832 3.3745  0.119
H22 -1.9589 -4.1395 1.6101  0.111
H23 -0.6259 -2.9631 1.4002  0.084
O7 6.4577 6.2278 4.0850  -0.325
S3 5.7552 5.5341 3.0261  0.667
O8 5.5922 4.0941 3.0172  -0.340
C15 4.1568 6.2938 2.8170  -0.237
C16 4.3997 7.4091 1.8111  -0.223
C17 5.3096 6.8098 0.7399  -0.224
C18 6.4301 6.0590 1.4574  -0.231
H24 3.7861 6.6550 3.7778  0.112
H25 3.4777 5.5381 2.4109  0.085
H26 3.4617 7.7789 1.3868  0.118
H27 4.9067 8.2505 2.2983  0.121
H28 4.7336 6.1102 0.1219  0.118
H29 5.7130 7.5796 0.0747  0.114
H30 6.7548 5.1830 0.8903  0.104
H31 7.2847 6.7112 1.6574  0.106
O9 -5.0802 -3.4520 -5.3485  -0.310
S4 -3.6423 -3.4125 -5.1839  0.705
O10 -3.0088 -2.7686 -4.0505  -0.337
C19 -3.0119 -5.0732 -5.3264  -0.228
C20 -2.7525 -5.2499 -6.8151  -0.225
C21 -2.1016 -3.9479 -7.2796  -0.220
C22 -2.9142 -2.7945 -6.6937  -0.223
H32 -3.7386 -5.7841 -4.9295  0.114
H33 -2.0804 -5.1276 -4.7552  0.114
H34 -2.1138 -6.1160 -7.0117  0.119
H35 -3.7001 -5.3996 -7.3463  0.122
H36 -1.0718 -3.9012 -6.9052  0.121
H37 -2.0569 -3.8848 -8.3713  0.117
H38 -2.2823 -1.9323 -6.4658  0.107
H39 -3.7252 -2.4955 -7.3634  0.109

Forces on the atoms, in the same order (eV/Å):
C -4.50 7.13 -5.91
C 1.33 -6.38 6.33
O 0.78 -2.10 3.41
C 2.82 4.06 5.12
O -4.34 -5.70 -5.59
N 2.41 -1.61 -0.74
C -0.20 -1.97 2.00
C 0.62 -1.44 -2.25
C -0.84 1.24 2.38
H -0.13 2.38 -2.66
H 0.97 0.74 1.30
H 2.06 0.60 -0.92
H -1.10 -0.50 -2.46
H -0.24 2.45 -1.92
H 2.17 2.26 -0.32
H -1.78 -1.04 2.33
O 0.37 -0.18 0.39
S -0.21 -0.29 -0.53
O -0.40 0.25 0.27
C -0.13 -0.27 -0.38
C 0.06 0.35 -0.21
C 0.15 -0.07 -0.16
C 0.59 0.54 -0.19
H 0.13 0.06 0.18
H -0.06 0.09 0.01
H -0.05 0.70 0.82
H 0.02 -0.06 0.09
H -0.12 0.06 0.02
H -0.01 -0.08 0.14
H -0.27 0.03 0.10
H -0.03 -0.19 0.14
O -0.33 -0.23 -0.12
S -0.26 -0.20 0.13
O 0.34 0.41 -0.28
C 0.46 -0.36 0.12
C 0.22 0.10 0.15
C -0.04 -0.14 0.32
C -0.13 0.32 0.48
H -0.21 0.04 -0.06
H 0.00 0.15 -0.09
H -0.05 0.10 -0.12
H -0.06 -0.14 0.00
H 0.10 0.10 -0.05
H -0.08 -0.09 -0.15
H 0.18 0.14 -0.24
H -0.13 -0.23 -0.12
O -0.08 -0.40 -0.22
S -0.27 -0.44 0.26
O 0.37 0.53 0.25
C -0.45 0.26 -0.02
C -0.01 0.25 -0.01
C -0.12 0.08 -0.35
C 0.40 0.13 -0.62
H 0.10 -0.24 -0.04
H 0.13 0.07 0.14
H 0.13 -0.05 0.09
H -0.10 -0.09 -0.03
H 0.07 0.09 0.10
H -0.04 -0.14 0.08
H 0.03 0.08 0.28
H -0.13 -0.15 0.10
O 0.50 0.24 0.32
S -0.21 -0.33 -0.02
O -0.57 -0.88 -0.84
C 0.18 -0.53 0.00
C -0.10 -0.14 -0.22
C 0.33 -0.08 -0.20
C 0.27 0.41 -0.53
H 0.03 0.24 0.09
H -0.16 0.07 0.01
H -0.12 0.12 0.04
H 0.11 -0.02 0.10
H -0.15 -0.01 -0.05
H 0.00 0.03 0.18
H -0.26 -0.08 0.08
H 0.03 -0.04 0.24

Calculated values
LUMO in eV: -0.53
E_tot in eV: -88738.94682
Energy above the lowest of the compared OMol25 structures with the same formula, charge and spin in kcal per mole: 0.00
HOMO level in Ha: -0.2879
SMILES: C#COC(=O)NCC=C.O=S1(=O)CCCC1.O=S1(=O)CCCC1.O=S1(=O)CCCC1.O=S1(=O)CCCC1
Gap between HOMO and LUMO in eV: 7.3